(1)
DFT (the ωB97M-V functional and the def2-TZVPD basis) results for the ion C7H8N with charge +1 in a non-equilibrium geometry.

## Properties
Total energy (eV): -8865.54720
Lowest unoccupied orbital energy (alpha / beta) (eV): -5.8 / -5.8
ΔE to the lowest compared entry with this formula, charge and spin (kJ/mol): 282.2

The geometry in ORCA input format:
```
! RIJCOSX wB97M-V def2-TZVPD def2/J DEFGRID3
* xyz 1 1
C 0.667 1.874 2.279
C 0.321 0.946 1.580
C -1.468 -0.676 1.562
C -0.833 -1.146 2.539
C -0.197 -0.092 0.784
C 0.034 -0.316 -0.593
C 0.861 0.589 -1.396
N -0.719 -1.161 -1.323
H 1.062 2.771 2.850
H -2.419 -0.504 1.299
H 1.452 0.068 -2.201
H 1.652 1.039 -0.820
H 0.261 1.369 -1.828
H -0.276 -1.444 3.420
H -0.522 -0.887 -2.262
H -1.146 -1.995 -1.121
*
```


(2)
DFT (the ωB97M-V functional and the def2-TZVPD basis) results for a structure of composition C7H8N2 in a non-equilibrium geometry.

## Properties
Total energy (eV): -10359.37188
Lowest unoccupied orbital energy (eV): 0.7
ΔE to the lowest compared entry with this formula, charge and spin (kJ/mol): 850.1

The geometry in ORCA input format:
```
! RIJCOSX wB97M-V def2-TZVPD def2/J DEFGRID3
* xyz 0 1
C -0.963 2.449 0.854
C -0.504 1.388 0.391
C 0.120 0.350 -0.314
C -0.685 0.379 -1.602
C -0.499 -0.908 -0.640
C -0.663 -1.295 0.832
C 1.753 -0.952 0.637
H -1.383 2.943 1.585
H -0.329 0.318 -2.855
H -1.734 0.857 -1.919
H 0.175 -1.556 -1.265
H -1.000 -0.096 1.366
H -1.579 -2.123 1.004
H 2.699 -1.047 1.039
H 2.274 0.796 0.049
N 0.719 -1.684 1.109
N 1.599 0.179 -0.270
*
```


(3)
DFT (the ωB97M-V functional and the def2-TZVPD basis) results for the molecule C7H8N2 in a non-equilibrium geometry.

## Properties
Total energy (eV): -10365.48514
Lowest unoccupied orbital energy (eV): -0.4
ΔE to the lowest compared entry with this formula, charge and spin (kJ/mol): 260.3
Structure (SMILES): C/C=C/C=C\N=C/C#N

The geometry in ORCA input format:
```
! RIJCOSX wB97M-V def2-TZVPD def2/J DEFGRID3
* xyz 0 1
C -1.447 1.356 1.518
C -1.156 -0.024 -1.128
C 0.303 0.381 -0.866
C -1.978 -0.764 -0.233
C -1.506 0.016 1.875
C 1.300 -0.412 -0.484
C 2.793 -0.107 -0.482
N -1.587 2.425 1.108
N -1.796 -0.958 1.146
H -1.531 0.233 -2.066
H 0.687 1.380 -1.145
H -2.902 -1.305 -0.524
H -1.404 -0.256 2.940
H 1.039 -1.488 -0.186
H 3.062 -0.414 0.585
H 3.037 0.849 -0.866
H 3.085 -0.912 -1.191
*
```


(4)
DFT (the ωB97M-V functional and the def2-TZVPD basis) results for the molecule C7H8N2O in a non-equilibrium geometry.

## Properties
Total energy (eV): -12411.61252
Lowest unoccupied orbital energy (eV): 0.7
ΔE to the lowest compared entry with this formula, charge and spin (kJ/mol): 461.8
Structure (SMILES): Cc1ncccc1C(N)=O

The geometry in ORCA input format:
```
! RIJCOSX wB97M-V def2-TZVPD def2/J DEFGRID3
* xyz 0 1
C 0.268 2.260 0.012
C -0.395 0.983 -0.015
C -2.545 -0.130 -0.119
C -1.863 -1.429 -0.292
C -0.465 -1.456 -0.420
C 0.143 -0.401 -0.243
C 1.729 -0.262 -0.310
H -0.478 3.086 0.332
H 1.004 2.259 0.894
H 0.708 2.278 -0.722
H -3.469 0.093 0.038
H -2.407 -2.464 -0.398
H 0.101 -2.430 -0.446
H 3.125 -1.175 0.643
H 1.657 -1.466 1.472
N -1.805 0.942 -0.042
N 2.296 -1.016 0.682
O 2.396 0.328 -1.065
*
```